Entry i
Below is a 2-piece molecular cluster, C17H15NO3 overall, with properties calculated with wB97M-V/def2-TZVPD.

Geometry as XYZ:
```
36
Properties=species:S:1:pos:R:3:nbo_charge:R:1
C -2.386 0.922 1.714 -0.34
C -2.437 -0.410 1.433 -0.16
C -1.324 -1.217 1.634 -0.10
N -1.396 -2.630 1.326 0.53
O -0.395 -3.331 1.513 -0.45
O -2.456 -3.088 0.885 -0.44
C -0.144 -0.672 2.128 -0.18
C -0.063 0.656 2.421 -0.32
C -1.188 1.517 2.222 0.41
O -1.127 2.725 2.481 -0.77
H -3.240 1.558 1.562 0.21
H -3.335 -0.872 1.050 0.23
H 0.697 -1.334 2.273 0.22
H 0.839 1.093 2.815 0.17
C 1.321 5.079 3.956 -0.51
C 2.012 5.943 2.878 -0.47
C 3.242 5.170 2.518 0.07
C 3.315 4.020 3.236 -0.31
C 2.223 3.883 4.133 0.36
C 2.020 2.850 5.094 -0.20
C 2.876 1.731 5.186 -0.08
C 2.686 0.773 6.154 -0.22
C 1.648 0.887 7.064 -0.09
C 0.787 1.968 6.992 -0.24
C 0.960 2.930 6.025 -0.02
H 1.213 5.616 4.905 0.26
H 0.322 4.752 3.642 0.32
H 1.374 6.090 1.995 0.27
H 2.273 6.941 3.255 0.25
H 3.984 5.501 1.808 0.23
H 4.124 3.316 3.155 0.24
H 3.690 1.631 4.490 0.22
H 3.352 -0.073 6.216 0.23
H 1.512 0.138 7.828 0.23
H -0.015 2.057 7.707 0.23
H 0.288 3.769 5.987 0.22
```

Calculated values
* net charge: 0
* HOMO-LUMO gap: 0.1020 Ha



Entry ii
Below is one molecule with the formula C17H15NO3, with properties calculated with wB97M-V/def2-TZVPD.

Geometry as XYZ:
```
36
Properties=species:S:1:pos:R:3:nbo_charge:R:1
C 3.794 -1.715 2.931 -0.65
C 2.363 -1.477 2.410 0.03
C 1.506 -2.602 1.947 -0.17
C 0.336 -2.415 1.626 -0.29
C -0.041 -1.149 1.592 0.30
O -1.502 -0.833 1.329 -0.58
C -2.367 -1.870 0.522 -0.01
C -1.634 -1.821 -0.893 -0.24
N -0.992 -0.560 -1.367 -0.43
C -1.888 0.633 -1.348 0.72
O -2.996 0.685 -1.527 -0.50
C -0.958 1.807 -1.549 -0.10
C -1.365 3.064 -1.983 -0.19
C -0.255 3.985 -1.827 -0.15
C 1.179 3.444 -1.823 -0.20
C 1.305 2.125 -1.370 -0.17
C 0.214 1.266 -1.449 -0.15
C 0.204 -0.136 -1.089 0.66
O 1.147 -1.164 -1.299 -0.64
C 0.608 -0.075 2.242 -0.21
C 1.917 -0.214 2.746 -0.17
H 4.308 -0.969 3.585 0.23
H 4.547 -1.745 2.039 0.21
H 3.782 -2.828 3.368 0.21
H 2.005 -3.624 2.030 0.21
H -0.170 -3.380 1.279 0.23
H -3.200 -1.439 0.360 0.20
H -2.159 -2.682 0.796 0.16
H -2.265 -2.084 -1.611 0.20
H -0.738 -2.538 -0.931 0.24
H -2.257 3.462 -1.836 0.22
H -0.500 4.935 -2.160 0.20
H 2.086 4.334 -1.843 0.24
H 2.359 1.850 -1.506 0.24
H 0.124 0.768 2.153 0.20
H 2.467 0.438 2.814 0.16
```

Calculated values
* net charge: 0
* HOMO-LUMO gap: 0.2760 Ha
* SMILES: Cc1ccc(OCCN2C(=O)c3ccccc3C2=O)cc1



entry i comes first in stability; the runner-up is 135.1 kcal/mol higher.



Entry i
Below is an isolated ion of composition C4H13N3 and charge +2, with properties calculated with wB97M-V/def2-TZVPD.

Geometry as XYZ:
```
20
Properties=species:S:1:pos:R:3:nbo_charge:R:1
C 0.596 0.736 1.464 -0.12
C 1.149 0.954 -1.026 -0.13
C -1.469 -0.568 1.610 -0.48
C -0.609 -0.814 -1.898 -0.45
N 1.454 1.229 0.378 -0.51
N -0.639 0.334 0.948 -0.31
N 0.483 -0.345 -1.079 -0.19
H 1.041 -0.121 2.051 0.27
H 0.472 1.567 2.181 0.33
H 0.544 1.762 -1.619 0.27
H 2.228 0.814 -1.443 0.34
H -1.839 -0.169 2.560 0.30
H -2.284 -0.797 0.998 0.26
H -0.996 -1.505 1.984 0.27
H -0.203 -0.960 -2.875 0.30
H -1.007 -1.616 -1.447 0.25
H -1.424 -0.134 -2.087 0.27
H 2.112 1.936 0.577 0.45
H -1.230 1.156 0.482 0.45
H 0.992 -1.091 -0.539 0.44
```

Calculated values
* net charge: +2
* HOMO-LUMO gap (spin up / spin down): 0.2348 / 0.2727 Ha



Entry ii
Below is an isolated ion of composition C4H13N3 and charge +2, with properties calculated with wB97M-V/def2-TZVPD.

Geometry as XYZ:
```
20
Properties=species:S:1:pos:R:3:nbo_charge:R:1
C -1.610 -1.575 -1.033 -0.67
C -0.963 -1.045 0.239 -0.22
N -0.357 0.369 -0.052 -0.25
C 0.872 0.226 -0.855 -0.09
N 1.784 1.205 -0.261 -0.60
C 1.564 1.004 1.093 -0.02
N -0.018 1.081 1.097 -0.37
H -2.191 -0.790 -1.503 0.23
H -0.837 -1.896 -1.808 0.26
H -2.286 -2.467 -0.818 0.32
H -0.167 -1.652 0.631 0.24
H -1.682 -0.954 1.098 0.25
H -1.172 0.674 -0.695 0.50
H 0.759 0.429 -1.908 0.28
H 1.201 -0.830 -0.694 0.23
H 2.516 1.529 -0.743 0.46
H 1.708 0.056 1.606 0.22
H 1.808 1.873 1.819 0.29
H -0.623 0.725 1.893 0.48
H -0.304 2.039 0.895 0.47
```

Calculated values
* net charge: +2
* HOMO-LUMO gap: 0.4302 Ha
* SMILES: CC[N@@H+]1CNC[NH2+]1



entry ii comes first in stability; the runner-up is 31.9 kcal/mol higher.



Entry i
Below is a 2-piece molecular cluster, C4H13N3 overall, with properties calculated with wB97M-V/def2-TZVPD.

Geometry as XYZ:
```
20
Properties=species:S:1:pos:R:3:nbo_charge:R:1
C -2.585 0.617 -0.462 0.42
C -2.030 -1.603 -0.893 0.12
C 3.519 0.094 0.237 -0.45
C 0.818 0.116 -0.110 -0.38
N -1.893 -0.433 -0.426 -0.43
N -3.392 1.159 0.538 -0.71
N 2.026 0.025 0.827 -0.52
H -2.492 1.273 -1.315 0.24
H 1.086 0.629 -0.995 0.24
H -2.963 -2.138 -1.326 0.26
H -1.059 -2.100 -0.879 0.20
H 3.522 0.066 -0.877 0.25
H 4.213 0.925 0.442 0.28
H 4.151 -0.628 0.624 0.25
H 0.176 0.707 0.409 0.22
H 0.634 -0.946 -0.252 0.21
H -4.099 1.928 0.513 0.48
H -3.661 0.344 1.162 0.42
H 2.044 0.839 1.466 0.45
H 1.985 -0.874 1.315 0.45
```

Calculated values
* net charge: +2
* HOMO-LUMO gap: 0.4091 Ha



Entry ii
Below is an isolated ion of composition C4H13N3 and charge +2, with properties calculated with wB97M-V/def2-TZVPD.

Geometry as XYZ:
```
20
Properties=species:S:1:pos:R:3:nbo_charge:R:1
N -1.335 -1.365 -0.147 -0.78
C -0.781 -0.223 0.306 0.24
C -0.650 0.140 1.595 -0.22
N -1.443 -0.566 2.625 -0.69
C -0.089 0.613 -0.761 -0.46
C 1.439 0.427 -0.787 -0.20
N 1.934 0.752 -2.208 -0.68
H -1.703 -2.135 0.387 0.41
H -1.702 -1.344 -1.087 0.42
H 0.081 0.819 1.996 0.25
H -2.399 -0.187 2.622 0.45
H -1.509 -1.586 2.615 0.44
H -1.145 -0.332 3.579 0.46
H -0.471 0.274 -1.722 0.23
H -0.333 1.657 -0.598 0.26
H 1.965 1.163 -0.199 0.24
H 1.734 -0.597 -0.573 0.25
H 2.938 0.947 -2.116 0.46
H 1.533 1.577 -2.664 0.46
H 1.935 -0.035 -2.861 0.45
```

Calculated values
* net charge: +2
* HOMO-LUMO gap: 0.3768 Ha
* SMILES: N/C(=C\[NH3+])CC[NH3+]



entry ii comes first in stability; the runner-up is 59.8 kcal/mol higher.



Entry i
Below is a 2-piece molecular cluster, C3H6N2O overall, with properties calculated with wB97M-V/def2-TZVPD.

Geometry as XYZ:
```
12
Properties=species:S:1:pos:R:3:nbo_charge:R:1
C -0.345 -1.189 1.681 -0.10
C -0.954 -0.005 1.541 -0.10
N -0.021 0.933 1.037 -0.54
C 1.093 0.148 0.671 0.15
N 0.847 -1.085 1.057 -0.47
H -0.464 -2.290 2.234 0.24
H -1.860 0.397 1.865 0.21
H -0.278 1.772 0.576 0.41
H 1.775 0.428 -0.110 0.20
O 0.338 0.343 -3.827 -0.92
H 0.543 0.152 -2.981 0.45
H -0.673 0.395 -3.743 0.46
```

Calculated values
* net charge: 0
* HOMO-LUMO gap: 0.3560 Ha
* SMILES: c1c[nH]cn1.O



Entry ii
Below is one molecule with the formula C3H6N2O, with properties calculated with wB97M-V/def2-TZVPD.

Geometry as XYZ:
```
12
Properties=species:S:1:pos:R:3:nbo_charge:R:1
N -1.603 -0.132 -0.665 -0.79
C -0.760 0.097 0.529 -0.17
C 0.160 1.147 0.393 -0.06
N 1.253 0.705 -0.245 -0.07
O 1.163 -0.648 -0.517 -0.35
C 0.187 -1.030 0.534 -0.10
H -0.957 0.334 -1.522 0.38
H -2.305 0.395 -0.388 0.35
H -1.239 0.199 1.632 0.21
H 0.068 2.166 0.353 0.21
H -0.362 -1.970 0.180 0.21
H 0.421 -1.234 1.512 0.19
```

Calculated values
* net charge: 0
* HOMO-LUMO gap: 0.3847 Ha
* SMILES: N[C@@H]1C=NOC1



entry i comes first in stability; the runner-up is 69.2 kcal/mol higher.



Entry i
Below is a 2-piece molecular cluster, C3H6N2O overall, with properties calculated with wB97M-V/def2-TZVPD.

Geometry as XYZ:
```
12
Properties=species:S:1:pos:R:3:nbo_charge:R:1
C -0.687 -0.926 -0.363 0.05
C 0.682 -0.478 -0.416 0.43
C -1.760 -0.144 0.345 -0.64
N 2.700 0.414 0.012 -0.37
N 1.476 0.546 -0.236 -0.19
O 0.375 -1.498 0.421 -0.43
H -1.029 -1.595 -1.150 0.20
H 1.216 2.308 -0.601 -0.05
H -2.388 0.342 -0.398 0.23
H -1.321 0.612 0.991 0.23
H -2.377 -0.809 0.949 0.23
H 3.113 1.229 0.447 0.32
```

Calculated values
* net charge: 0
* HOMO-LUMO gap (spin up / spin down): 0.2852 / 0.3048 Ha



Entry ii
Below is a 2-piece molecular cluster, C3H6N2O overall, with properties calculated with wB97M-V/def2-TZVPD.

Geometry as XYZ:
```
12
Properties=species:S:1:pos:R:3:nbo_charge:R:1
N -0.992 1.136 -2.018 -0.73
C -0.400 0.061 -2.025 0.67
N 0.031 -1.083 -2.094 -0.73
H -0.854 1.736 -1.214 0.39
H 0.974 -1.205 -2.442 0.40
C -0.449 0.037 1.506 -0.72
C 0.997 -0.274 1.237 0.45
O 1.616 0.128 0.279 -0.53
H -0.929 0.438 0.611 0.22
H -0.509 0.782 2.310 0.24
H -0.984 -0.855 1.845 0.24
H 1.498 -0.900 2.005 0.11
```

Calculated values
* net charge: 0
* HOMO-LUMO gap: 0.4086 Ha
* SMILES: N=C=N.CC=O



entry ii comes first in stability; the runner-up is 140.7 kcal/mol higher.